[1]
Density functional theory data (ωB97M-V with the def2-TZVPD basis set) for C22H25N5O in the gas phase.

Calculated values
**Molar mass**: 375.48 u
**Multiplicity**: 1
**ΔE to the lowest compared entry with this formula, charge and spin**: 101.8 kJ/mol
**HOMO-LUMO gap**: 8.83 eV
**Highest occupied orbital energy**: -0.3036 Eh

Geometry (Å):
C 5.2316 1.3318 -2.7322
C 4.7777 -0.0925 -2.7761
C 5.7002 -1.1253 -2.8827
C 5.2997 -2.4491 -2.9187
C 3.9544 -2.7661 -2.8477
C 3.0213 -1.7525 -2.7306
C 3.4199 -0.4194 -2.6890
C 2.3763 0.6483 -2.6080
O 2.3397 1.6223 -3.3255
N 1.4461 0.3888 -1.6351
C 0.3320 1.1651 -1.3589
C -0.0710 2.3813 -1.8758
C -1.2687 2.6559 -1.2075
N -1.5780 1.6978 -0.3588
N -0.6072 0.7821 -0.4567
C -0.6434 -0.3774 0.4068
C -0.2657 0.0246 1.8353
C -0.4587 -1.1603 2.7885
N -1.7824 -1.7380 2.7574
C -2.1641 -2.1121 1.4153
C -2.0479 -0.9829 0.3820
H -2.7583 -0.1865 0.5971
H -2.2663 -1.3722 -0.6146
H -3.1876 -2.4909 1.4343
H -1.5052 -2.9364 1.1127
C -2.8080 -1.1006 3.5645
C -3.4584 0.1443 3.0008
N -2.7952 1.2862 3.1390
C -3.3064 2.3889 2.6229
C -4.5161 2.4262 1.9485
C -5.2266 1.2435 1.8229
C -4.6929 0.0840 2.3593
H -5.2198 -0.8555 2.2789
H -6.1797 1.2233 1.3137
H -4.8906 3.3504 1.5384
H -2.7132 3.2836 2.7597
H -3.5857 -1.8529 3.7388
H -2.3493 -0.8481 4.5230
H -0.2369 -0.8482 3.8098
H 0.2430 -1.9601 2.5163
H -0.9092 0.8471 2.1486
H 0.7727 0.3618 1.8685
H 0.0725 -1.1212 0.0308
H -1.9095 3.5082 -1.3140
H 0.4325 2.9605 -2.6188
H 1.5812 -0.4347 -1.0663
H 1.9681 -1.9986 -2.7038
H 3.6322 -3.7958 -2.8865
H 6.0368 -3.2332 -3.0084
H 6.7519 -0.8853 -2.9439
H 4.9859 1.7802 -1.7697
H 6.3055 1.3997 -2.8856
H 4.7209 1.9100 -3.4989

These are the natural (NBO) partial charges, in e, on atoms 1 to 8: atom 1 (C): -0.6445, atom 2 (C): 0.0473, atom 3 (C): -0.2133, atom 4 (C): -0.1866, atom 5 (C): -0.2248, atom 6 (C): -0.1862, atom 7 (C): -0.1584, atom 8 (C): 0.6733

[2]
Density functional theory data (ωB97M-V with the def2-TZVPD basis set) for C2HClO2S in the gas phase at a distorted geometry.

Calculated values
**Molar mass**: 124.55 u
**Multiplicity**: 1
**ΔE to the lowest compared entry with this formula, charge and spin**: 184.1 kJ/mol
**HOMO-LUMO gap**: 9.63 eV
**Highest occupied orbital energy**: -0.3439 Eh

Geometry (Å):
C 0.9311 0.1222 0.3695
C -0.2356 0.5314 0.9517
O -1.1938 0.7994 1.5525
O -0.7203 -0.7150 -1.4404
S -0.0979 -1.3428 0.0532
Cl 2.4177 0.4953 -0.3235
H -1.1013 0.1094 -1.1630

The computed natural (NBO) charges, all in e, follow: atom 1 (C): -0.5105, atom 2 (C): 0.5547, atom 3 (O): -0.4752, atom 4 (O): -0.8291, atom 5 (S): 0.6755, atom 6 (Cl): 0.1169, atom 7 (H): 0.4677

[3]
Density functional theory data (ωB97M-V with the def2-TZVPD basis set) for C9H10DyF5N as an isolated structure at a distorted geometry.

Calculated values
**Molar mass**: 389.68 u
**Multiplicity**: 6
**Charge**: -1
**HOMO-LUMO gap (spin up / spin down)**: 6.68 / 6.67 eV
**Highest occupied orbital energy (spin up / spin down)**: -0.1285 / -0.1280 Eh

Geometry (Å):
C -0.7581 0.6707 -2.1269
C 0.6204 0.5283 -2.5028
C 1.3696 1.5520 -1.8404
C 0.4455 2.3455 -1.0847
C -0.8680 1.8015 -1.2550
Dy 0.4189 -0.0232 -0.0509
N -1.2049 -1.3858 -0.2045
C -0.3300 -2.5222 -0.5068
C 1.0406 -2.0775 -1.0115
H 2.4421 1.7330 -1.9553
H 1.0305 -0.2425 -3.1566
H 0.6842 3.2723 -0.5672
H -1.7980 2.2194 -0.8726
H -1.5750 0.0379 -2.4669
H 1.0819 -2.1725 -2.1010
H -0.8382 -3.1525 -1.2659
H -2.1896 -1.6448 -0.1955
H 1.8603 -2.6331 -0.5521
H -0.1787 -3.1929 0.3721
F 0.9522 1.6955 2.3005
C 0.0849 0.6135 2.4132
F 0.9696 -0.5211 2.4787
C -0.6498 0.7390 3.7280
F 0.2157 0.8535 4.7669
F -1.4112 1.8570 3.6973
F -1.4151 -0.3509 3.9599

These are the Mulliken partial charges, in e, on atoms 1 to 8: atom 1 (C): -0.3095, atom 2 (C): -0.3722, atom 3 (C): -0.6074, atom 4 (C): -0.5656, atom 5 (C): -0.4121, atom 6 (Dy): 0.6499, atom 7 (N): -0.4564, atom 8 (C): -0.1352